Record 1
76
Properties=species:S:1:pos:R:3 method="wB97M-V/def2-TZVPD" s2=2.019 e_lumo_ev="2.6 / 2.3" homo_ha="-0.11911 / -0.18112" gap_ha="0.2146 / 0.2670" total_charge=-1 multiplicity=3
Ti 0.608 -0.092 -1.352
O -0.284 -3.504 -5.421
C -0.658 -2.315 -5.926
C -1.294 -2.294 -7.168
C -1.700 -1.095 -7.725
C -1.483 0.106 -7.057
C -0.850 0.085 -5.826
C -0.427 -1.110 -5.249
C 0.231 -1.091 -3.925
O 0.477 0.055 -3.363
N 0.545 -2.241 -3.377
N 1.096 -1.971 -2.136
C 2.118 -2.679 -1.695
C 2.923 -2.002 -0.748
C 4.049 -2.547 -0.090
C 4.813 -1.760 0.722
C 4.464 -0.402 0.907
C 3.344 0.062 0.269
N 2.573 -0.684 -0.540
H 0.134 -3.317 -4.542
H -1.459 -3.238 -7.672
H -2.195 -1.099 -8.690
H -1.809 1.043 -7.488
H -0.675 0.995 -5.268
H 2.385 -3.638 -2.127
H 4.292 -3.590 -0.252
H 5.682 -2.173 1.221
H 5.029 0.250 1.557
H 3.014 1.088 0.404
C -1.295 5.046 3.075
C -0.944 5.074 1.732
C -0.606 3.918 1.048
C -0.609 2.682 1.707
C -0.982 2.655 3.060
C -1.311 3.821 3.730
N -0.236 1.509 1.060
N -0.104 1.585 -0.379
C -1.338 1.174 -1.024
C -2.201 2.071 -1.675
C -3.252 1.566 -2.408
C -3.435 0.183 -2.524
C -2.555 -0.688 -1.910
C -1.482 -0.208 -1.141
H -1.559 5.956 3.599
H -0.929 6.019 1.200
H -0.320 3.929 0.007
H -1.033 1.711 3.590
H -1.595 3.765 4.774
H -2.047 3.141 -1.587
H -3.933 2.243 -2.913
H -4.246 -0.201 -3.133
H -2.683 -1.756 -2.065
C 3.814 0.255 4.657
C 3.292 1.415 4.105
C 2.163 1.355 3.298
C 1.530 0.138 3.042
C 2.068 -1.019 3.611
C 3.202 -0.967 4.408
Si 0.098 -0.009 1.833
C -1.332 -0.846 2.727
C -1.344 -0.993 4.115
C -2.402 -1.616 4.765
C -3.472 -2.104 4.028
C -3.479 -1.964 2.647
C -2.421 -1.339 2.002
H 4.700 0.300 5.278
H 3.768 2.370 4.295
H 1.772 2.265 2.857
H 1.605 -1.981 3.415
H 3.612 -1.877 4.829
H 0.541 -0.926 0.755
H -0.516 -0.614 4.704
H -2.392 -1.718 5.843
H -4.301 -2.590 4.529
H -4.313 -2.340 2.068
H -2.432 -1.228 0.924

Record 2
81
Properties=species:S:1:pos:R:3 method="wB97M-V/def2-TZVPD" e_lumo_ev="-6.3 / -7.0" homo_ha="-0.34548 / -0.34550" gap_ha="0.1134 / 0.0892" total_charge=+1
Pb 1.238 1.336 1.593
S 0.853 0.291 4.157
C 2.300 -0.615 4.392
C 2.193 -1.800 5.153
C 3.258 -2.660 5.265
C 4.468 -2.354 4.637
C 4.621 -1.168 3.934
C 3.557 -0.285 3.811
S 3.762 1.319 3.104
C 4.949 1.050 1.744
C 4.564 1.780 0.468
C 5.412 1.717 -0.634
C 5.050 2.384 -1.790
C 3.896 3.159 -1.798
C 3.134 3.218 -0.645
C 1.941 4.121 -0.514
S 0.364 3.156 -0.518
C -0.661 4.257 0.436
C -1.629 4.964 -0.251
C -2.441 5.884 0.415
C -2.290 6.096 1.785
C -1.347 5.384 2.489
C -0.517 4.439 1.839
S 0.618 3.623 2.843
N 3.442 2.489 0.440
H 1.247 -2.025 5.627
H 3.158 -3.573 5.836
H 5.311 -3.026 4.732
H 5.584 -0.925 3.505
H 5.015 -0.019 1.565
H 5.918 1.420 2.077
H 6.330 1.144 -0.588
H 5.668 2.317 -2.676
H 3.611 3.724 -2.676
H 1.888 4.840 -1.327
H 1.988 4.637 0.443
H -1.739 4.810 -1.317
H -3.182 6.444 -0.140
H -2.907 6.818 2.302
H -1.232 5.531 3.555
N -4.237 -2.313 -1.949
C -5.518 -2.651 -2.275
C -6.046 -3.684 -3.047
C -7.419 -3.760 -3.127
C -8.251 -2.839 -2.460
C -7.734 -1.814 -1.701
C -6.342 -1.723 -1.595
N -5.566 -0.866 -0.864
C -4.328 -1.246 -1.102
C -3.188 -0.624 -0.454
C -1.885 -0.878 -0.877
C -0.838 -0.312 -0.192
N -1.006 0.488 0.868
C -2.263 0.757 1.264
C -3.370 0.233 0.637
H -3.389 -2.871 -2.213
H -5.404 -4.396 -3.551
H -7.872 -4.547 -3.715
H -9.325 -2.945 -2.550
H -8.369 -1.096 -1.198
H -1.699 -1.471 -1.753
H 0.189 -0.510 -0.499
H -2.366 1.412 2.125
H -4.369 0.462 0.981
N 3.806 -1.649 -0.474
C 2.698 -2.169 -1.186
C 2.433 -1.731 -2.482
C 1.312 -2.197 -3.162
C 0.463 -3.099 -2.542
C 0.721 -3.552 -1.259
C 1.837 -3.079 -0.580
S -1.015 -3.666 -3.422
O -0.568 -4.828 -4.148
O -1.985 -3.957 -2.354
O -1.420 -2.518 -4.217
H 4.024 -2.181 0.353
H 4.619 -1.518 -1.057
H 3.105 -1.018 -2.957
H 1.083 -1.858 -4.165
H 0.044 -4.262 -0.802
H 2.052 -3.427 0.427

Record 3
73
Properties=species:S:1:pos:R:3 method="wB97M-V/def2-TZVPD" s2=2.027 e_lumo_ev="0.1 / -0.3" homo_ha="-0.25638 / -0.26178" gap_ha="0.2589 / 0.2514" multiplicity=3
Au -0.145 -0.105 0.098
O 0.021 -1.655 -2.386
C 1.268 -1.059 -2.540
C 1.454 -0.497 -3.799
C 2.576 0.261 -4.071
C 3.532 0.465 -3.083
C 3.345 -0.100 -1.837
C 2.221 -0.871 -1.522
P 2.024 -1.583 0.169
C 2.349 -0.141 1.292
C 2.776 -0.435 2.586
C 2.914 0.557 3.551
C 2.630 1.881 3.234
C 2.211 2.193 1.946
C 2.061 1.197 0.993
C 3.571 -2.558 0.327
C 3.456 -3.932 0.128
C 4.578 -4.748 0.184
C 5.821 -4.196 0.455
C 5.940 -2.829 0.674
C 4.821 -2.013 0.612
C -0.160 -2.909 -1.856
C 0.634 -3.962 -2.286
C 0.438 -5.229 -1.764
C -0.548 -5.434 -0.811
C -1.356 -4.379 -0.413
C -1.213 -3.098 -0.951
P -2.103 -1.679 -0.199
C -2.846 -0.613 -1.529
C -4.184 -0.711 -1.919
C -4.725 0.152 -2.861
C -3.942 1.138 -3.439
C -2.618 1.259 -3.052
C -2.085 0.408 -2.093
C -3.626 -2.392 0.503
C -4.378 -3.363 -0.163
C -5.543 -3.850 0.403
C -5.968 -3.379 1.640
C -5.222 -2.426 2.313
C -4.047 -1.941 1.750
H 0.682 -0.657 -4.540
H 2.702 0.696 -5.054
H 4.409 1.066 -3.280
H 4.081 0.068 -1.060
H 3.008 -1.460 2.855
H 3.247 0.287 4.544
H 2.735 2.660 3.978
H 1.972 3.211 1.669
H 1.757 1.500 -0.002
H 2.480 -4.358 -0.069
H 4.479 -5.814 0.026
H 6.697 -4.830 0.506
H 6.907 -2.398 0.896
H 4.918 -0.951 0.803
H 1.410 -3.763 -3.015
H 1.061 -6.049 -2.095
H -0.696 -6.414 -0.378
H -2.115 -4.551 0.339
H -4.834 -1.453 -1.481
H -5.767 0.049 -3.135
H -4.363 1.813 -4.174
H -1.986 2.031 -3.474
H -1.040 0.562 -1.851
H -4.048 -3.730 -1.127
H -6.124 -4.597 -0.122
H -6.881 -3.762 2.079
H -5.544 -2.062 3.280
H -3.458 -1.203 2.278
C -0.653 -0.004 2.463
H -0.372 -0.999 2.788
H -1.715 0.203 2.441
H -0.039 0.809 2.827
O -0.357 2.120 -0.131

Record 4
85
Properties=species:S:1:pos:R:3 method="wB97M-V/def2-TZVPD" e_lumo_ev=-0.8 homo_ha=-0.29596 gap_ha=0.2659
O 3.366 3.023 -0.275
C 2.529 2.426 0.253
Co 1.167 1.593 0.961
C 0.481 3.120 1.441
O 0.040 4.164 1.658
C 0.128 1.317 -0.418
O -0.545 1.275 -1.355
C 0.692 0.709 2.692
C -0.404 -0.087 2.661
C -1.777 0.091 3.043
C -2.785 -0.239 1.940
C -3.889 0.604 1.840
C -4.940 0.284 0.982
C -4.835 -0.842 0.154
C -3.672 -1.621 0.177
C -2.674 -1.360 1.132
Co 0.915 -0.797 1.702
C 2.472 -0.297 0.906
O 3.570 -0.458 0.557
C 0.424 -1.345 0.056
O 0.229 -1.705 -1.022
C 1.217 -2.341 2.443
O 1.358 -3.360 2.978
H 1.118 1.224 3.571
H -1.902 1.164 3.265
H -3.882 1.505 2.459
H -5.824 0.926 0.995
H -5.638 -1.074 -0.547
H -3.524 -2.453 -0.524
H -1.819 -2.032 1.264
C 0.624 -1.237 8.091
C -0.582 -1.497 8.985
C -0.183 -2.434 10.112
C -1.313 -0.140 9.431
C -2.162 -0.267 10.714
C -0.446 1.092 9.529
O -2.236 0.072 8.351
B -2.597 -1.258 8.113
C -4.075 -1.651 7.989
C -5.055 -0.654 8.076
C -6.379 -1.021 8.236
C -7.396 0.080 8.351
F -8.667 -0.345 8.091
F -7.395 0.624 9.614
F -7.133 1.111 7.483
C -6.761 -2.354 8.315
C -5.770 -3.326 8.189
C -6.146 -4.778 8.257
F -5.109 -5.548 8.716
F -7.217 -5.001 9.076
F -6.477 -5.277 7.017
C -4.443 -3.001 7.979
C -2.140 -0.634 4.319
C -3.266 0.143 5.015
C -2.567 -2.102 4.251
C -1.607 -3.071 4.540
C -1.965 -4.414 4.671
C -3.293 -4.795 4.486
C -4.280 -3.826 4.294
C -3.912 -2.487 4.115
O -1.590 -2.197 8.226
H 1.453 -0.811 8.673
H 0.970 -2.185 7.660
H 0.376 -0.550 7.270
H 0.554 -1.964 10.776
H -1.054 -2.758 10.701
H 0.278 -3.334 9.682
H -1.537 -0.262 11.612
H -2.839 0.595 10.766
H -2.783 -1.173 10.725
H 0.231 0.994 10.387
H 0.147 1.239 8.620
H -1.074 1.980 9.680
H -4.782 0.395 8.013
H -7.794 -2.629 8.492
H -3.702 -3.776 7.817
H -1.254 -0.615 4.983
H -2.911 1.108 5.373
H -4.089 0.316 4.327
H -3.652 -0.394 5.881
H -0.587 -2.724 4.706
H -1.185 -5.130 4.926
H -3.575 -5.847 4.560
H -5.339 -4.101 4.273
H -4.682 -1.743 3.883